C5H17NO5 | ωB97M-V with the def2-TZVPD basis set

CARTESIAN COORDINATES (ANGSTROEM)
1 C -0.19 0.02 -0.06
2 C 1.29 -0.25 0.23
3 C 1.56 -1.65 -0.43
4 O 2.11 0.72 -0.42
5 C -0.63 0.30 -1.53
6 N -1.97 0.70 -1.61
7 C -2.81 1.04 -0.49
8 O 0.11 0.18 -2.46
9 H -0.89 -0.69 0.41
10 H -0.49 1.08 0.26
11 H 1.53 -0.32 1.29
12 H 2.51 -2.10 -0.29
13 H 0.91 -2.45 0.05
14 H 1.49 -1.60 -1.50
15 H 2.12 0.40 -1.39
16 H -2.28 0.95 -2.57
17 H -3.67 1.67 -0.80
18 H -2.46 1.89 0.12
19 H -3.12 0.12 0.00
20 H -1.29 -3.12 -1.13
21 H -2.70 -2.54 -1.27
22 O -2.12 -3.01 -0.67
23 H 3.10 1.98 1.04
24 H 3.11 1.23 2.48
25 O 3.21 2.07 2.00
26 H 0.51 1.10 3.74
27 H 0.41 1.46 2.17
28 O 0.66 0.82 2.83

Output
max |F|: 3.1 eV/Å
orbital gap: 10.3210 eV
LUMO energy: 0.452 eV
SMILES string: CNC(=O)C[C@@H](C)O.O.O.O
HOMO level: -9.9 eV

***

C2H7OPS | ωB97M-V with the def2-TZVPD basis set

CARTESIAN COORDINATES (ANGSTROEM)
1 C 1.70 0.31 -0.71
2 C 0.84 -0.22 0.40
3 O -2.25 -0.64 -1.00
4 P -2.84 0.21 0.07
5 S -0.07 -1.64 -0.07
6 H 2.52 -0.39 -0.89
7 H 1.11 0.66 -1.56
8 H 2.09 1.36 -0.34
9 H 0.37 0.52 1.06
10 H 1.47 -0.66 1.20
11 H -3.16 -0.51 1.25
12 H -1.77 0.99 0.60

Output
max |F|: 3.6 eV/Å
orbital gap (alpha / beta): 7.0369 / 7.5089 eV
LUMO energy (alpha / beta): -1.844 / -1.143 eV
HOMO level (alpha / beta): -8.9 / -8.7 eV

***

C5H12NO2 | ωB97M-V with the def2-TZVPD basis set

CARTESIAN COORDINATES (ANGSTROEM)
1 C 1.54 -1.23 1.45
2 N 1.23 0.07 0.89
3 C -0.13 0.15 0.31
4 C 0.03 0.00 -1.20
5 C -1.10 -0.77 -1.84
6 O 0.05 1.29 -1.89
7 C -0.89 1.48 0.88
8 O -1.96 1.18 1.63
9 H 1.60 -1.94 0.63
10 H 2.48 -1.26 2.00
11 H 0.77 -1.61 2.12
12 H 1.31 0.80 1.59
13 H -0.76 -0.64 0.73
14 H 0.99 -0.42 -1.51
15 H -2.07 -0.26 -1.74
16 H -0.97 -1.04 -2.89
17 H -1.27 -1.72 -1.31
18 H 0.45 1.91 -1.28
19 H -1.23 2.01 -0.04
20 H -0.07 1.99 1.46

Output
max |F|: 1.8 eV/Å
net charge: -1
orbital gap: 6.2726 eV
LUMO energy: 3.873 eV
SMILES string: CN[C@@H](C[O-])[C@@H](C)O
HOMO level: -2.4 eV

***

C18H17NO8Ru | ωB97M-V with the def2-TZVPD basis set

CARTESIAN COORDINATES (ANGSTROEM)
1 Ru -0.91 0.07 -0.06
2 O -0.04 1.37 5.77
3 C -0.22 1.14 4.46
4 C -0.37 2.17 3.53
5 C -0.56 1.82 2.21
6 N -0.60 0.54 1.86
7 C -0.45 -0.46 2.72
8 C -0.25 -0.20 4.05
9 C -0.56 -1.83 2.06
10 O -0.30 -2.84 2.67
11 O -0.99 -1.77 0.82
12 C -0.73 2.74 1.02
13 O -0.60 3.94 1.13
14 O -1.05 2.09 -0.07
15 H -0.04 2.32 5.94
16 H -0.33 3.22 3.79
17 H -0.13 -1.01 4.76
18 C 3.27 -1.29 0.66
19 C 2.22 -0.51 -0.08
20 O 1.15 -0.32 0.52
21 C 2.47 0.04 -1.37
22 C 3.78 0.10 -1.91
23 C 4.02 0.74 -3.10
24 C 2.94 1.33 -3.78
25 C 1.66 1.26 -3.30
26 C 1.38 0.57 -2.09
27 O 0.13 0.40 -1.78
28 H 2.82 -1.73 1.55
29 H 4.08 -0.63 0.96
30 H 3.68 -2.08 0.03
31 H 4.60 -0.33 -1.36
32 H 5.02 0.79 -3.50
33 H 3.12 1.86 -4.71
34 H 0.82 1.70 -3.82
35 C -3.91 -1.85 -0.63
36 C -2.97 -1.41 -1.74
37 C -3.68 -0.96 -2.99
38 O -2.14 -0.34 -1.29
39 H -4.50 -2.70 -0.95
40 H -4.59 -1.03 -0.37
41 H -3.35 -2.13 0.26
42 H -2.31 -2.25 -1.98
43 H -4.35 -0.13 -2.77
44 H -4.26 -1.78 -3.40
45 H -2.96 -0.62 -3.74

Output
max |F|: 3.3 eV/Å
orbital gap (alpha / beta): 6.7437 / 6.7862 eV
LUMO energy (alpha / beta): -1.543 / -1.518 eV
HOMO level (alpha / beta): -8.3 / -8.3 eV

***

C7H14NP | ωB97M-V with the def2-TZVPD basis set

CARTESIAN COORDINATES (ANGSTROEM)
1 C -0.07 -2.04 1.20
2 C -0.05 -2.27 -0.10
3 C -1.99 0.48 -0.03
4 C -0.68 0.76 -0.35
5 C -2.95 1.30 0.79
6 C 3.00 1.67 -0.39
7 C 0.07 -1.22 -1.27
8 N 0.26 0.11 -1.00
9 P 2.38 0.44 0.91
10 H -0.10 -3.06 1.76
11 H -0.16 -1.05 1.69
12 H -0.17 -3.31 -0.44
13 H -2.26 -0.56 -0.19
14 H -0.49 1.87 -0.28
15 H -3.69 1.74 0.11
16 H -3.40 0.62 1.45
17 H -2.25 2.23 1.17
18 H 3.16 2.63 0.08
19 H 2.12 1.73 -0.95
20 H 3.88 1.48 -0.97
21 H -0.88 -1.18 -1.77
22 H 0.92 -1.66 -1.94
23 H 3.37 -0.70 0.52

Output
max |F|: 4.5 eV/Å
orbital gap (alpha / beta): 8.1141 / 6.5497 eV
LUMO energy (alpha / beta): -0.189 / -0.900 eV
HOMO level (alpha / beta): -8.3 / -7.4 eV

***

C26H41BN10O3SiV | ωB97M-V with the def2-TZVPD basis set

CARTESIAN COORDINATES (ANGSTROEM)
1 V 0.70 0.06 -0.47
2 C -1.57 -2.92 -2.46
3 C -0.98 -2.36 -1.31
4 N -0.25 -1.29 -1.63
5 N -0.36 -1.15 -2.97
6 C -1.15 -2.10 -3.49
7 B 0.40 0.02 -3.64
8 N -0.19 1.35 -3.06
9 C -0.64 2.43 -3.70
10 C -0.93 3.41 -2.77
11 C -0.61 2.81 -1.54
12 N -0.16 1.57 -1.72
13 N 1.88 -0.02 -3.16
14 C 3.01 -0.03 -3.87
15 C 4.07 0.11 -2.99
16 C 3.47 0.22 -1.73
17 N 2.14 0.14 -1.84
18 H -2.22 -3.78 -2.52
19 H -1.05 -2.68 -0.29
20 H -1.35 -2.14 -4.55
21 H 0.32 -0.01 -4.83
22 H -0.73 2.43 -4.78
23 H -1.32 4.40 -2.95
24 H -0.67 3.23 -0.55
25 H 3.00 -0.15 -4.94
26 H 5.12 0.14 -3.22
27 H 3.92 0.36 -0.76
28 C -1.08 -2.25 3.10
29 N -1.48 -0.86 3.23
30 C -1.80 -0.44 4.59
31 C -1.22 -0.02 2.21
32 O -0.68 -0.41 1.19
33 C -1.60 1.45 2.37
34 O -1.75 2.11 1.13
35 C -3.07 2.27 0.65
36 C -3.62 1.11 -0.17
37 O -3.25 -0.03 0.01
38 N -4.57 1.45 -1.10
39 C -5.00 0.45 -2.07
40 C -5.08 2.80 -1.27
41 H -1.76 -2.87 3.68
42 H -0.06 -2.41 3.45
43 H -1.13 -2.54 2.05
44 H -2.68 -0.97 4.95
45 H -1.99 0.62 4.66
46 H -0.96 -0.67 5.26
47 H -0.77 1.92 2.90
48 H -2.51 1.58 2.96
49 H -3.04 3.18 0.06
50 H -3.76 2.44 1.49
51 H -4.52 -0.49 -1.84
52 H -4.72 0.76 -3.08
53 H -6.09 0.32 -2.02
54 H -5.25 3.29 -0.32
55 H -6.04 2.74 -1.79
56 H -4.41 3.43 -1.88
57 C 1.46 3.45 1.24
58 C 1.93 2.14 1.82
59 C 2.53 2.10 3.06
60 C 2.96 0.86 3.56
61 C 2.79 -0.27 2.81
62 C 2.17 -0.18 1.54
63 N 1.74 1.04 1.07
64 N 1.91 -1.18 0.68
65 Si 2.68 -2.71 0.61
66 C 2.38 -3.41 -1.11
67 C 4.54 -2.59 0.87
68 C 2.07 -3.98 1.85
69 H 1.95 4.28 1.75
70 H 0.38 3.55 1.37
71 H 1.68 3.49 0.18
72 H 2.68 3.01 3.63
73 H 3.44 0.81 4.54
74 H 3.11 -1.25 3.17
75 H 2.32 -2.60 -1.85
76 H 1.45 -3.98 -1.16
77 H 3.20 -4.08 -1.40
78 H 4.98 -1.79 0.27
79 H 5.02 -3.53 0.58
80 H 4.80 -2.40 1.92
81 H 1.00 -4.19 1.72
82 H 2.23 -3.66 2.89
83 H 2.61 -4.92 1.71

Output
max |F|: 1.8 eV/Å
orbital gap (alpha / beta): 5.7999 / 5.1572 eV
LUMO energy (alpha / beta): 0.493 / 0.493 eV
spin multiplicity: 2
HOMO level (alpha / beta): -5.3 / -4.7 eV

***

C2H8BN | ωB97M-V with the def2-TZVPD basis set

CARTESIAN COORDINATES (ANGSTROEM)
1 B 1.63 -1.51 -2.09
2 C -0.83 1.39 0.33
3 C -0.78 0.09 1.18
4 N 1.42 -1.48 -0.84
5 H 1.70 -1.57 -3.29
6 H -1.26 1.27 -0.65
7 H -1.42 2.16 1.00
8 H 0.13 1.92 0.30
9 H 0.22 -0.24 1.53
10 H -1.57 0.17 1.94
11 H 1.61 -1.48 0.12
12 H -0.84 -0.72 0.47

Output
max |F|: 3.4 eV/Å
orbital gap: 11.6640 eV
LUMO energy: 0.771 eV
SMILES string: [H]/B=N/[H].CC
HOMO level: -10.9 eV

***

C5H6O | ωB97M-V with the def2-TZVPD basis set

CARTESIAN COORDINATES (ANGSTROEM)
1 C -1.22 0.31 -0.39
2 C 1.73 -0.09 -1.16
3 C 1.92 -0.76 -2.14
4 O -1.63 1.15 -1.18
5 H -1.24 -0.78 -0.60
6 H 2.05 -1.33 -3.03
7 C -0.77 0.70 0.99
8 C -0.54 -0.24 1.92
9 H -0.51 -1.30 1.69
10 H -0.92 1.74 1.25
11 H 1.47 0.54 -0.29
12 H -0.33 0.05 2.95

Output
max |F|: 1.7 eV/Å
orbital gap: 10.2215 eV
LUMO energy: 0.163 eV
SMILES string: C=CC=O.C#C
HOMO level: -10.1 eV

***

C4H12N2 | ωB97M-V with the def2-TZVPD basis set

CARTESIAN COORDINATES (ANGSTROEM)
1 C 0.99 -1.79 -0.79
2 C 1.36 -0.64 0.15
3 C 1.67 0.76 -0.44
4 N -1.85 -0.41 -0.19
5 C -2.02 0.84 0.14
6 N -2.07 1.33 1.46
7 H 1.49 -1.67 -1.75
8 H 1.10 -2.77 -0.31
9 H -0.08 -1.77 -1.03
10 H 2.08 -0.97 0.92
11 H 0.55 -0.43 0.88
12 H 1.04 1.47 0.08
13 H 2.74 0.98 -0.40
14 H 1.44 0.79 -1.50
15 H -2.41 1.57 -0.60
16 H -0.80 0.03 -0.07
17 H -2.74 2.10 1.46
18 H -2.50 0.59 2.02

Output
max |F|: 3.2 eV/Å
orbital gap: 9.1576 eV
LUMO energy: 0.869 eV
SMILES string: [H]/N=C\N.CCC
HOMO level: -8.3 eV

***

C6H8S | ωB97M-V with the def2-TZVPD basis set

CARTESIAN COORDINATES (ANGSTROEM)
1 C 0.08 -0.82 -0.48
2 C -0.75 -1.30 0.20
3 S 1.29 -0.06 -1.58
4 C -1.21 -3.00 1.88
5 C -1.67 -2.08 0.97
6 C 0.58 2.63 -1.21
7 C 1.51 1.55 -0.69
8 H -0.14 -3.11 2.07
9 H -1.87 -3.59 2.49
10 H -2.72 -2.05 0.79
11 H 0.61 3.49 -0.55
12 H 0.86 2.87 -2.23
13 H -0.44 2.26 -1.20
14 H 2.54 1.86 -0.83
15 H 1.32 1.35 0.37

Output
max |F|: 5.9 eV/Å
orbital gap: 9.3885 eV
LUMO energy: 0.701 eV
SMILES string: C=CC#CSCC
HOMO level: -8.7 eV

***

C3H12NO3 | ωB97M-V with the def2-TZVPD basis set

CARTESIAN COORDINATES (ANGSTROEM)
1 C -1.04 -0.24 -1.10
2 N -0.98 1.07 -0.52
3 C -0.61 1.09 0.95
4 O 0.21 0.11 1.36
5 C -1.09 -0.14 -2.62
6 H -1.91 -0.83 -0.81
7 H -0.22 -0.90 -0.81
8 H -0.26 1.58 -1.02
9 H -0.18 2.10 1.12
10 H -1.61 1.07 1.44
11 H -0.12 -0.16 -3.12
12 H -1.57 -1.02 -3.08
13 H -1.69 0.71 -2.92
14 H 1.46 0.14 2.48
15 H 1.73 -0.90 3.67
16 O 2.01 -0.08 3.28
17 H 1.67 -0.52 0.33
18 H 1.84 -1.85 0.95
19 O 2.35 -1.23 0.42

Output
max |F|: 1.3 eV/Å
net charge: -1
orbital gap: 7.8038 eV
LUMO energy: 3.960 eV
HOMO level: -3.8 eV

***

C30H41F7Ge2N2O2Rb | ωB97M-V with the def2-TZVPD basis set

CARTESIAN COORDINATES (ANGSTROEM)
1 Rb 0.04 0.60 2.09
2 C -0.53 4.82 2.37
3 C -1.40 4.67 1.14
4 N -1.30 3.33 0.53
5 C -0.54 3.36 -0.72
6 C 0.90 3.83 -0.55
7 C -2.62 2.73 0.33
8 C -3.25 2.30 1.65
9 N -2.62 1.07 2.09
10 C -2.83 0.62 3.31
11 C -2.18 -0.60 3.72
12 F -1.42 -1.29 2.80
13 C -2.30 -1.15 4.97
14 F -1.64 -2.31 5.22
15 C -3.06 -0.58 5.97
16 C -3.71 0.58 5.62
17 F -4.48 1.20 6.54
18 C -3.62 1.16 4.37
19 F -4.35 2.29 4.17
20 H -0.60 5.83 2.78
21 H 0.51 4.60 2.16
22 H -0.86 4.12 3.15
23 H -1.14 5.43 0.39
24 H -2.44 4.86 1.40
25 H -1.05 3.99 -1.48
26 H -0.54 2.34 -1.12
27 H 0.95 4.86 -0.22
28 H 1.41 3.77 -1.52
29 H 1.44 3.21 0.16
30 H -2.48 1.83 -0.28
31 H -3.28 3.41 -0.22
32 H -4.33 2.21 1.53
33 H -3.10 3.12 2.37
34 H -3.13 -1.00 6.96
35 C 4.82 -1.46 0.22
36 C 3.35 -1.49 0.63
37 Ge 2.22 -0.91 -0.86
38 C 2.68 0.87 -1.55
39 C 3.33 0.80 -2.93
40 C 2.29 -2.28 -2.29
41 C 1.05 -2.80 -2.40
42 Ge -0.06 -1.73 -1.16
43 C -1.20 -0.47 -2.16
44 C -0.95 -0.48 -3.66
45 C -1.21 -2.77 0.04
46 C -2.36 -3.45 -0.71
47 C 0.70 -3.89 -3.33
48 C 0.84 -3.75 -4.70
49 C 0.50 -4.79 -5.57
50 C 0.01 -5.98 -5.06
51 C -0.14 -6.13 -3.69
52 C 0.19 -5.10 -2.83
53 H 5.47 -1.80 1.03
54 H 5.13 -0.44 -0.03
55 H 5.02 -2.09 -0.65
56 H 3.17 -0.86 1.50
57 H 3.04 -2.51 0.90
58 H 3.31 1.36 -0.82
59 H 1.76 1.47 -1.59
60 H 4.24 0.20 -2.92
61 H 3.61 1.80 -3.29
62 H 2.67 0.36 -3.68
63 H 3.12 -2.64 -2.90
64 H -1.01 0.53 -1.77
65 H -2.25 -0.69 -1.93
66 H 0.09 -0.28 -3.90
67 H -1.56 0.27 -4.18
68 H -1.19 -1.46 -4.10
69 H -1.62 -2.10 0.79
70 H -0.61 -3.50 0.58
71 H -2.99 -2.72 -1.22
72 H -3.00 -4.01 -0.03
73 H -2.00 -4.15 -1.47
74 H 1.22 -2.82 -5.10
75 H 0.62 -4.65 -6.63
76 H -0.26 -6.79 -5.73
77 H -0.52 -7.06 -3.29
78 H 0.07 -5.22 -1.76
79 F 2.73 3.99 2.89
80 C 2.63 2.83 3.56
81 F 1.54 2.93 4.36
82 F 3.71 2.76 4.37
83 C 2.51 1.58 2.64
84 O 2.43 0.51 3.26
85 O 2.40 1.80 1.42

Output
max |F|: 0.9 eV/Å
net charge: -1
orbital gap: 6.3510 eV
LUMO energy: 2.214 eV
HOMO level: -4.1 eV

***

C43H41Cl5CoN4O3P2SSe2SiTe | ωB97M-V with the def2-TZVPD basis set

CARTESIAN COORDINATES (ANGSTROEM)
1 Co 0.57 2.30 -0.56
2 Cl 1.29 5.59 -1.33
3 C -0.23 5.27 -0.53
4 C -0.38 4.06 0.15
5 C -1.52 4.03 0.97
6 Cl -1.73 2.73 2.11
7 C -2.49 5.03 1.00
8 Cl -3.87 4.90 2.02
9 C -2.34 6.15 0.19
10 Cl -3.54 7.38 0.17
11 C -1.18 6.28 -0.57
12 Cl -0.94 7.71 -1.52
13 Se -5.98 -1.05 -0.33
14 P -4.00 -1.75 -0.43
15 C -3.82 -2.53 -2.06
16 C -4.32 -3.80 -2.34
17 C -4.37 -4.25 -3.65
18 C -3.97 -3.42 -4.69
19 C -3.52 -2.14 -4.42
20 C -3.44 -1.70 -3.11
21 C -3.75 -2.97 0.90
22 C -4.20 -2.59 2.16
23 C -4.11 -3.46 3.23
24 C -3.57 -4.73 3.04
25 C -3.13 -5.12 1.79
26 C -3.23 -4.25 0.71
27 C -2.74 -0.46 -0.35
28 C -1.33 -0.27 -0.16
29 N -1.14 1.05 -0.42
30 N -2.29 1.62 -0.71
31 N -3.25 0.75 -0.67
32 P 0.14 -1.25 0.22
33 Se 1.96 -0.22 -0.06
34 C 0.13 -2.70 -0.87
35 C 0.26 -4.02 -0.45
36 C 0.32 -5.04 -1.39
37 C 0.27 -4.75 -2.74
38 C 0.20 -3.43 -3.16
39 C 0.12 -2.41 -2.23
40 C 0.08 -1.73 1.97
41 C 1.06 -2.59 2.47
42 C 1.21 -2.76 3.83
43 C 0.41 -2.04 4.71
44 C -0.53 -1.15 4.22
45 C -0.70 -0.99 2.85
46 H -4.70 -4.43 -1.54
47 H -4.74 -5.25 -3.86
48 H -4.02 -3.77 -5.71
49 H -3.24 -1.47 -5.22
50 H -3.10 -0.69 -2.89
51 H -4.64 -1.60 2.28
52 H -4.46 -3.15 4.20
53 H -3.49 -5.41 3.88
54 H -2.72 -6.11 1.64
55 H -2.91 -4.56 -0.27
56 H 0.32 -4.25 0.61
57 H 0.40 -6.07 -1.05
58 H 0.30 -5.55 -3.47
59 H 0.19 -3.19 -4.22
60 H 0.07 -1.37 -2.55
61 H 1.74 -3.08 1.78
62 H 1.96 -3.44 4.21
63 H 0.54 -2.16 5.78
64 H -1.14 -0.57 4.91
65 H -1.42 -0.28 2.47
66 C -0.32 2.10 5.37
67 Te 1.04 2.09 3.71
68 C 2.74 1.99 5.03
69 H -0.17 2.99 5.97
70 H -0.14 1.22 5.98
71 H -1.33 2.08 4.98
72 H 2.88 0.99 5.43
73 H 2.59 2.69 5.86
74 H 3.63 2.28 4.48
75 C 2.04 1.00 -3.59
76 Si 0.72 2.23 -2.91
77 C -0.94 1.56 -3.66
78 C 1.01 3.74 -4.08
79 H 2.09 1.05 -4.69
80 H 1.80 -0.03 -3.32
81 H 3.03 1.21 -3.19
82 H -0.95 1.67 -4.75
83 H -1.79 2.09 -3.24
84 H -1.07 0.50 -3.43
85 H 0.96 3.40 -5.12
86 H 2.00 4.19 -3.93
87 H 0.26 4.52 -3.94
88 N 2.51 3.04 0.35
89 C 3.84 2.55 0.22
90 C 4.59 2.90 -0.90
91 C 5.90 2.46 -1.02
92 C 6.46 1.66 -0.04
93 C 5.71 1.28 1.06
94 C 4.40 1.72 1.19
95 S 8.21 1.20 -0.11
96 O 8.67 1.67 -1.41
97 O 8.24 -0.24 0.06
98 O 8.77 1.94 1.03
99 H 2.45 3.99 -0.01
100 H 2.22 3.05 1.32
101 H 4.14 3.52 -1.67
102 H 6.52 2.73 -1.87
103 H 6.17 0.66 1.82
104 H 3.80 1.44 2.05

Output
max |F|: 1.4 eV/Å
net charge: -2
orbital gap (alpha / beta): 5.7357 / 6.7631 eV
LUMO energy (alpha / beta): 3.151 / 3.150 eV
spin multiplicity: 4
HOMO level (alpha / beta): -2.6 / -3.6 eV